Here is the molecule C6H10 from the OMol25 dataset. Energies are from ωB97M-V/def2-TZVPD.

CARTESIAN COORDINATES (ANGSTROEM)
C 2.837 0.126 0.470
C 1.928 -0.703 -0.441
C 0.511 -0.562 -0.087
C -0.646 -0.407 0.216
C -2.058 -0.151 0.521
C -2.710 0.734 -0.547
H 2.508 1.169 0.493
H 2.814 -0.256 1.495
H 3.872 0.101 0.114
H 2.071 -0.390 -1.483
H 2.213 -1.761 -0.397
H -2.130 0.328 1.505
H -2.599 -1.101 0.602
H -2.693 0.239 -1.522
H -3.750 0.957 -0.293
H -2.166 1.678 -0.644

Properties
Multiplicity: 1
DFT total energy in eV: -6382.624
Energy relative to the best compared isomer or geometry (same formula, charge and spin) in eV: 1.236
HOMO in Ha: -0.3441

***

Here is a 12-piece molecular cluster, C35H64IN2O46S11 overall in a non-equilibrium geometry from the OMol25 dataset. Energies are from ωB97M-V/def2-TZVPD.

CARTESIAN COORDINATES (ANGSTROEM)
C 3.873 -3.243 2.492
C 3.775 -3.520 0.900
C 3.321 -2.238 0.031
C 1.796 -1.804 0.456
N 1.768 -0.305 0.429
C 0.405 0.246 0.464
C -0.886 -0.461 -0.083
N -2.237 0.128 0.008
C -3.377 -0.706 -0.521
C -4.256 -1.194 0.737
C -3.395 -1.732 1.992
I -3.855 -0.519 3.781
C -2.458 1.453 0.584
C -1.264 2.308 1.185
C 0.170 1.682 1.119
C 1.466 2.441 1.743
O 2.248 3.152 1.052
O 1.678 2.192 3.155
H 3.304 -2.292 2.812
H 3.374 -4.136 3.029
H 4.970 -3.117 2.828
H 4.782 -3.947 0.540
H 2.986 -4.347 0.724
H 4.055 -1.355 0.055
H 3.279 -2.597 -1.076
H 1.497 -2.250 1.484
H 1.115 -2.299 -0.338
H 2.316 0.057 -0.382
H -0.810 -1.487 -0.579
H -2.916 -1.644 -1.012
H -4.069 -0.139 -1.254
H -4.921 -2.068 0.366
H -4.925 -0.343 1.119
H -3.764 -2.803 2.236
H -2.267 -1.815 1.810
H -3.495 1.938 0.636
H -1.463 3.337 1.643
H 1.336 1.256 3.255
C 5.683 4.146 -1.410
C 4.209 3.953 -1.089
O 3.627 3.455 -2.294
S 4.727 2.553 -3.079
O 4.486 1.174 -2.761
O 4.834 3.036 -4.425
O 6.034 3.043 -2.248
H 5.848 5.068 -1.974
H 6.304 4.154 -0.513
H 3.726 4.882 -0.783
H 4.070 3.198 -0.311
C 8.811 1.515 -4.149
C 8.012 0.332 -4.675
O 8.980 -0.681 -4.943
S 10.201 -0.539 -3.878
O 9.978 -1.472 -2.812
O 11.432 -0.471 -4.608
O 9.837 0.949 -3.335
H 9.288 2.063 -4.966
H 8.196 2.200 -3.564
H 7.452 0.577 -5.578
H 7.325 -0.050 -3.914
C -9.142 1.757 5.527
C -7.629 1.652 5.412
O -7.402 0.668 4.403
S -8.604 0.739 3.313
O -8.156 1.530 2.200
O -9.156 -0.574 3.161
O -9.633 1.636 4.190
H -9.551 0.931 6.116
H -9.457 2.705 5.965
H -7.160 1.357 6.351
H -7.194 2.595 5.069
C -6.804 3.364 -2.871
C -6.442 2.926 -1.460
O -5.439 1.922 -1.630
S -4.563 2.268 -2.955
O -3.369 2.946 -2.538
O -4.547 1.111 -3.801
O -5.571 3.365 -3.596
H -7.478 2.647 -3.347
H -7.258 4.356 -2.890
H -7.298 2.527 -0.914
H -6.001 3.750 -0.891
C -7.781 7.444 5.412
C -6.641 6.484 5.109
O -6.512 5.679 6.281
S -7.975 5.499 6.963
O -8.517 4.237 6.537
O -7.883 5.880 8.339
O -8.736 6.677 6.147
H -7.445 8.268 6.048
H -8.233 7.848 4.505
H -5.706 7.002 4.893
H -6.892 5.824 4.272
C 4.075 3.750 -7.604
C 2.876 3.646 -8.534
O 2.959 4.795 -9.376
S 4.524 5.171 -9.605
O 4.942 4.610 -10.857
O 4.710 6.552 -9.269
O 5.139 4.259 -8.411
H 3.888 4.463 -6.798
H 4.350 2.784 -7.176
H 1.929 3.632 -7.992
H 2.944 2.756 -9.168
C -0.597 -1.048 6.796
C 0.915 -1.152 6.668
O 1.134 -2.130 5.651
S -0.076 -2.053 4.572
O 0.361 -1.253 3.460
O -0.625 -3.366 4.414
O -1.098 -1.162 5.462
H -1.002 -1.876 7.383
H -0.909 -0.102 7.241
H 1.392 -1.452 7.601
H 1.348 -0.207 6.325
C -0.292 6.945 -5.298
C -1.091 5.761 -5.822
O -0.122 4.748 -6.089
S 1.099 4.890 -5.027
O 0.877 3.957 -3.961
O 2.331 4.958 -5.757
O 0.735 6.376 -4.484
H 0.185 7.493 -6.115
H -0.906 7.630 -4.712
H -1.652 6.005 -6.725
H -1.778 5.379 -5.060
C 2.518 -8.272 4.712
C 2.719 -6.764 4.658
O 4.020 -6.543 5.204
S 4.968 -7.813 4.843
O 5.742 -7.480 3.682
O 5.556 -8.298 6.057
O 3.791 -8.836 4.391
H 2.247 -8.597 5.721
H 1.763 -8.613 4.008
H 1.964 -6.222 5.229
H 2.721 -6.403 3.626
C -2.288 -7.264 1.537
C -2.085 -5.757 1.482
O -0.785 -5.537 2.026
S 0.162 -6.807 1.664
O 0.935 -6.472 0.496
O 0.751 -7.294 2.881
O -1.017 -7.828 1.214
H -2.558 -7.590 2.546
H -3.046 -7.605 0.831
H -2.839 -5.215 2.055
H -2.085 -5.395 0.449
C 2.614 -6.111 -4.293
C 1.388 -5.223 -4.452
O 0.362 -5.870 -3.701
S 1.036 -6.633 -2.431
O 0.912 -5.788 -1.276
O 0.603 -7.998 -2.442
O 2.576 -6.572 -2.942
H 2.559 -6.982 -4.952
H 3.543 -5.570 -4.484
H 1.089 -5.110 -5.495
H 1.557 -4.235 -4.013

Properties
Net charge: +1
Multiplicity: 1
DFT total energy in eV: -261762.044
HOMO in Ha: -0.4385

***

Here is C50H47Br2N3O5PSiTa as an isolated structure in a non-equilibrium geometry from the OMol25 dataset. Energies are from ωB97M-V/def2-TZVPD.

CARTESIAN COORDINATES (ANGSTROEM)
Ta -0.052 0.547 -0.288
C -3.377 0.923 3.970
C -2.494 1.012 2.720
C -3.375 0.573 1.549
C -1.243 0.113 2.848
C -0.709 -0.049 4.284
O 0.699 0.060 4.146
C 0.986 0.418 2.904
N -0.029 0.561 2.115
C 2.445 0.494 2.691
C 3.184 0.641 3.878
C 4.553 0.462 3.921
C 5.235 0.111 2.769
C 4.538 0.025 1.580
C 3.159 0.239 1.507
P 2.506 0.158 -0.198
C 3.257 -1.426 -0.715
C 2.849 -2.587 -0.060
C 3.463 -3.791 -0.350
C 4.508 -3.844 -1.261
C 4.914 -2.692 -1.910
C 4.282 -1.486 -1.655
C 3.465 1.422 -1.109
C 3.247 1.506 -2.485
C 3.930 2.429 -3.255
C 4.844 3.287 -2.661
C 5.084 3.195 -1.302
C 4.400 2.273 -0.527
H -4.327 1.402 3.757
H -2.958 1.427 4.833
H -3.576 -0.118 4.215
H -2.169 2.047 2.571
H -3.710 -0.448 1.720
H -2.870 0.626 0.591
H -4.251 1.216 1.500
H -1.499 -0.880 2.451
H -0.940 -1.018 4.725
H -1.042 0.740 4.959
H 2.662 0.887 4.788
H 5.079 0.563 4.856
H 6.297 -0.079 2.786
H 5.071 -0.232 0.675
H 2.057 -2.538 0.675
H 3.142 -4.697 0.139
H 5.000 -4.784 -1.460
H 5.736 -2.725 -2.608
H 4.594 -0.598 -2.183
H 2.564 0.818 -2.964
H 3.760 2.471 -4.319
H 5.384 4.003 -3.262
H 5.820 3.838 -0.843
H 4.630 2.207 0.524
Br -3.807 3.140 -1.210
C -2.280 4.038 -0.577
C -2.249 5.435 -0.554
C -1.143 6.089 -0.069
Br -1.145 7.982 -0.002
C -0.012 5.363 0.391
C 1.149 5.942 0.936
C 2.176 5.127 1.341
C 2.054 3.741 1.189
N 0.993 3.157 0.681
C -0.040 3.944 0.310
C -1.209 3.272 -0.151
O -1.187 1.955 -0.157
H -3.109 5.984 -0.910
H 1.217 7.014 1.040
H 3.078 5.537 1.764
H 2.850 3.084 1.508
O 0.002 -1.388 0.562
C -1.029 -1.317 -0.140
O 0.010 1.242 -2.290
C 0.376 0.161 -2.865
O 0.669 -0.807 -2.118
C 0.407 0.058 -4.318
C 1.037 -1.030 -4.929
C 1.011 -1.143 -6.304
C 0.345 -0.190 -7.065
C -0.288 0.885 -6.458
C -0.246 1.026 -5.086
H 1.542 -1.757 -4.310
H 1.501 -1.971 -6.789
H 0.324 -0.284 -8.138
H -0.815 1.607 -7.060
H -0.721 1.855 -4.586
C -1.810 -2.894 -3.035
Si -3.003 -2.118 -1.776
C -3.484 -0.304 -2.045
C -4.522 -3.228 -1.613
N -2.055 -2.113 -0.194
C -2.247 -3.050 0.877
C -1.200 -3.778 1.424
C -1.418 -4.538 2.564
C -2.671 -4.582 3.154
C -3.718 -3.868 2.593
C -3.508 -3.100 1.461
H -2.203 -2.792 -4.042
H -1.696 -3.960 -2.850
H -0.819 -2.452 -3.019
H -3.967 -0.186 -3.009
H -2.636 0.379 -2.030
H -4.204 0.032 -1.302
H -4.871 -3.455 -2.614
H -5.350 -2.758 -1.097
H -4.309 -4.174 -1.127
H -0.222 -3.749 0.969
H -0.596 -5.084 2.998
H -2.833 -5.171 4.043
H -4.696 -3.887 3.048
H -4.316 -2.530 1.033

Properties
Net charge: +2
Multiplicity: 1
DFT total energy in eV: -226116.464
Energy relative to the best compared isomer or geometry (same formula, charge and spin) in eV: 2.640
HOMO in Ha: -0.4773

***

Here is a 2-piece molecular cluster, C10H13O3 overall in a non-equilibrium geometry from the OMol25 dataset. Energies are from ωB97M-V/def2-TZVPD.

CARTESIAN COORDINATES (ANGSTROEM)
C -1.430 1.458 -1.907
C -1.121 -2.130 0.612
C -1.896 -0.936 0.990
C -0.795 -2.109 -0.756
C -2.178 0.053 0.144
C -0.723 -0.977 -1.514
C -1.424 0.152 -1.143
O -0.891 -3.087 1.407
H 0.991 1.569 -0.602
H -2.289 -1.077 2.012
H -0.063 -2.865 -1.180
H -2.892 0.879 0.362
H -0.131 -0.916 -2.517
H -2.391 1.614 -2.385
H -0.637 1.431 -2.646
H -1.161 2.315 -1.168
C 1.668 0.241 1.492
C 2.599 -0.240 0.380
C 1.382 1.673 1.512
O 1.297 2.291 2.566
O 1.192 2.181 0.209
H 0.629 -0.383 1.425
H 1.801 -0.188 2.558
H 3.366 -0.947 0.776
H 3.043 0.637 -0.153
H 2.054 -0.638 -0.474

Properties
Net charge: -1
Multiplicity: 1
DFT total energy in eV: -16722.951
Energy relative to the best compared isomer or geometry (same formula, charge and spin) in eV: 2.835
HOMO in Ha: -0.1072

***

Question: What is the formula in the third record?
Answer: C50H47Br2N3O5PSiTa

***

Question: Which formula does entry 4 have?
Answer: C10H13O3

***

Please write out number 4 again, unchanged.
Here is a 2-piece molecular cluster, C10H13O3 overall in a non-equilibrium geometry from the OMol25 dataset. Energies are from ωB97M-V/def2-TZVPD.

CARTESIAN COORDINATES (ANGSTROEM)
C -1.430 1.458 -1.907
C -1.121 -2.130 0.612
C -1.896 -0.936 0.990
C -0.795 -2.109 -0.756
C -2.178 0.053 0.144
C -0.723 -0.977 -1.514
C -1.424 0.152 -1.143
O -0.891 -3.087 1.407
H 0.991 1.569 -0.602
H -2.289 -1.077 2.012
H -0.063 -2.865 -1.180
H -2.892 0.879 0.362
H -0.131 -0.916 -2.517
H -2.391 1.614 -2.385
H -0.637 1.431 -2.646
H -1.161 2.315 -1.168
C 1.668 0.241 1.492
C 2.599 -0.240 0.380
C 1.382 1.673 1.512
O 1.297 2.291 2.566
O 1.192 2.181 0.209
H 0.629 -0.383 1.425
H 1.801 -0.188 2.558
H 3.366 -0.947 0.776
H 3.043 0.637 -0.153
H 2.054 -0.638 -0.474

Properties
Net charge: -1
Multiplicity: 1
DFT total energy in eV: -16722.951
Energy relative to the best compared isomer or geometry (same formula, charge and spin) in eV: 2.835
HOMO in Ha: -0.1072